{
  "formula": "C30H29BrF4N7OPS3Sr",
  "method": "ωB97M-V/def2-TZVPD",
  "homo_lumo_gap_ev": [3.742, 5.518],
  "e_lumo_ev": [3.84, 3.85],
  "e_above_lowest_kcal_mol": 75.60,
  "total_charge": -2,
  "species": ["Sr", "S", "C", "S", "C", "C", "N", "C", "N", "F", "C", "C", "F", "C", "F", "C", "P", "C", "C", "C", "C", "C", "C", "C", "C", "C", "C", "C", "C", "C", "Br", "C", "F", "H", "H", "H", "H", "H", "H", "H", "H", "H", "H", "C", "S", "C", "O", "H", "H", "H", "H", "H", "H", "N", "N", "N", "C", "N", "N", "H", "H", "H", "C", "C", "C", "C", "C", "H", "H", "H", "H", "H", "H", "H", "H", "H", "H"],
  "xyz": [[-0.517, 1.795, 1.079], [2.122, 2.199, 0.021], [1.665, 3.900, 0.039], [0.066, 4.548, 0.332], [2.704, 4.827, -0.129], [2.500, 6.231, -0.057], [2.345, 7.376, -0.021], [4.061, 4.438, -0.296], [5.165, 4.135, -0.452], [0.143, -6.906, 2.407], [0.473, -5.648, 1.994], [1.347, -5.470, 0.905], [2.084, -6.530, 0.483], [1.506, -4.243, 0.341], [2.430, -4.130, -0.649], [0.814, -3.077, 0.773], [0.752, -1.565, -0.178], [2.517, -1.195, -0.514], [3.471, -1.452, 0.471], [4.785, -1.038, 0.316], [5.172, -0.345, -0.823], [4.231, -0.071, -1.802], [2.917, -0.487, -1.645], [0.147, -2.104, -1.843], [-1.241, -2.109, -1.990], [-1.844, -2.573, -3.151], [-1.062, -3.049, -4.197], [0.321, -3.064, -4.059], [0.918, -2.603, -2.895], [-0.053, -3.297, 1.900], [-0.847, -1.804, 2.797], [-0.210, -4.531, 2.470], [-1.019, -4.712, 3.541], [3.169, -1.980, 1.368], [5.508, -1.251, 1.095], [6.192, 0.001, -0.935], [4.509, 0.507, -2.674], [2.189, -0.230, -2.405], [-1.856, -1.729, -1.183], [-2.925, -2.562, -3.233], [-1.525, -3.422, -5.104], [0.941, -3.446, -4.862], [1.995, -2.628, -2.803], [2.964, 2.590, 3.522], [1.237, 2.810, 3.119], [0.839, 3.998, 4.403], [0.542, 1.518, 3.487], [3.484, 3.534, 3.362], [3.345, 1.844, 2.826], [3.040, 2.253, 4.556], [1.438, 4.893, 4.236], [1.033, 3.558, 5.381], [-0.214, 4.250, 4.291], [-2.837, 0.657, -4.414], [-1.897, 1.042, -3.466], [-0.747, 1.595, -3.786], [-0.192, 1.729, -2.590], [-0.989, 1.267, -1.611], [-2.078, 0.843, -2.189], [-2.521, -0.238, -4.784], [-3.687, 0.489, -3.883], [0.786, 2.141, -2.403], [-4.033, -0.725, 0.491], [-4.358, 0.657, 1.061], [-5.284, 1.378, 0.066], [-5.115, 0.480, 2.387], [-3.094, 1.464, 1.283], [-4.943, -1.300, 0.271], [-3.421, -1.299, 1.188], [-3.466, -0.609, -0.434], [-6.221, 0.825, -0.086], [-4.786, 1.482, -0.901], [-5.529, 2.380, 0.426], [-6.028, -0.115, 2.251], [-5.395, 1.453, 2.800], [-4.483, -0.027, 3.118], [-3.451, 2.475, 1.592]],
  "forces_ev_per_a": [[-0.966, -1.157, -0.470], [-0.173, 0.737, -0.200], [0.259, 0.124, 0.210], [0.337, -0.448, -0.259], [0.084, 0.060, 0.199], [-0.279, 0.148, -0.132], [0.125, 0.000, 0.063], [0.088, -0.300, -0.192], [0.028, 0.122, 0.076], [-0.264, -0.063, -0.224], [0.462, 0.159, 0.383], [-0.186, -0.033, -0.128], [0.086, 0.022, 0.070], [-0.122, -0.065, -0.110], [0.062, 0.017, 0.047], [-0.030, -0.053, 0.035], [-0.001, 0.119, -0.146], [0.071, 0.029, 0.080], [-0.032, -0.003, -0.012], [0.007, 0.008, 0.003], [0.014, -0.026, -0.004], [-0.007, 0.014, 0.001], [-0.011, 0.030, -0.009], [-0.022, -0.100, 0.064], [-0.026, 0.032, -0.034], [0.009, 0.037, -0.001], [0.000, -0.016, -0.003], [-0.014, 0.010, -0.019], [0.016, 0.012, 0.018], [-0.060, 0.046, -0.018], [0.081, -0.005, 0.054], [-0.062, -0.040, -0.105], [0.023, 0.015, 0.048], [0.011, -0.028, -0.010], [0.000, 0.011, 0.002], [-0.003, 0.009, 0.003], [0.005, -0.007, -0.006], [-0.006, -0.004, 0.005], [0.009, -0.033, 0.021], [-0.004, -0.030, 0.008], [0.001, 0.007, -0.005], [-0.002, 0.000, -0.006], [-0.004, -0.032, 0.014], [-0.046, -0.015, -0.032], [0.554, 0.185, 0.728], [0.004, -0.052, -0.007], [-0.018, 0.323, -0.133], [0.002, -0.008, -0.029], [-0.003, 0.010, -0.013], [0.020, -0.012, -0.001], [0.009, -0.007, 0.004], [-0.003, 0.012, 0.011], [-0.012, -0.037, 0.011], [0.038, -0.025, -0.049], [0.035, 0.015, 0.099], [-0.018, -0.007, -0.010], [0.091, -0.158, -0.087], [-0.035, 0.424, 0.064], [0.011, -0.173, -0.022], [-0.024, -0.006, 0.051], [0.010, 0.019, -0.012], [0.002, 0.022, 0.007], [0.018, -0.045, -0.001], [-0.016, 0.031, -0.023], [0.010, 0.006, -0.008], [0.009, 0.001, 0.019], [-0.082, 0.149, 0.067], [-0.009, -0.006, 0.020], [0.018, 0.007, 0.013], [-0.039, 0.017, -0.025], [-0.003, -0.014, -0.004], [0.016, 0.012, 0.000], [-0.015, -0.003, 0.011], [-0.012, -0.006, -0.009], [-0.011, 0.006, -0.004], [0.011, -0.005, -0.002], [-0.020, 0.012, 0.055]]
}



{
  "formula": "C30H29BrF9IO2P",
  "method": "ωB97M-V/def2-TZVPD",
  "homo_lumo_gap_ev": 7.703,
  "e_lumo_ev": 2.03,
  "total_charge": -1,
  "species": ["C", "C", "F", "P", "Br", "O", "C", "C", "I", "C", "F", "F", "C", "F", "F", "O", "H", "H", "H", "H", "H", "H", "H", "H", "H", "F", "C", "C", "C", "C", "C", "C", "H", "H", "H", "H", "H", "F", "C", "C", "C", "C", "C", "C", "H", "H", "H", "H", "H", "F", "C", "C", "C", "C", "C", "C", "H", "H", "H", "H", "H", "F", "C", "C", "C", "C", "C", "C", "H", "H", "H", "H", "H"],
  "xyz": [[8.083, 0.539, 5.391], [7.138, 0.274, 4.212], [7.596, -0.916, 3.598], [5.361, 0.139, 4.879], [4.651, -1.322, 3.075], [4.730, 1.410, 3.915], [3.350, 1.611, 3.908], [2.774, 0.839, 5.129], [2.360, 2.498, 6.723], [1.374, 0.140, 4.944], [0.447, 0.547, 5.895], [0.840, 0.531, 3.722], [1.199, -1.403, 4.997], [1.651, -2.039, 3.877], [1.818, -1.923, 6.097], [3.718, 0.073, 5.645], [8.396, 1.586, 5.432], [7.617, 0.286, 6.351], [8.978, -0.078, 5.278], [7.198, 1.067, 3.459], [5.731, 1.063, 5.892], [5.676, -1.006, 5.652], [2.862, 1.358, 2.963], [3.186, 2.681, 4.079], [0.121, -1.588, 5.079], [-4.517, 0.620, 1.727], [-4.132, 0.437, 3.019], [-5.057, -0.060, 3.911], [-4.665, -0.234, 5.231], [-3.381, 0.100, 5.634], [-2.472, 0.607, 4.715], [-2.843, 0.771, 3.386], [-6.056, -0.303, 3.576], [-5.373, -0.629, 5.947], [-3.086, -0.031, 6.666], [-1.475, 0.879, 5.023], [-2.150, 1.157, 2.651], [-3.621, 2.675, -5.237], [-3.677, 2.397, -3.909], [-4.328, 1.253, -3.494], [-4.394, 0.992, -2.131], [-3.833, 1.872, -1.216], [-3.184, 3.013, -1.669], [-3.092, 3.281, -3.027], [-4.774, 0.590, -4.222], [-4.898, 0.101, -1.782], [-3.905, 1.671, -0.158], [-2.746, 3.703, -0.960], [-2.590, 4.163, -3.402], [-0.370, -2.096, -7.864], [-1.506, -1.401, -8.081], [-2.090, -1.478, -9.329], [-3.258, -0.765, -9.554], [-3.813, 0.008, -8.545], [-3.200, 0.070, -7.301], [-2.036, -0.644, -7.055], [-1.634, -2.085, -10.099], [-3.733, -0.815, -10.524], [-4.722, 0.565, -8.728], [-3.626, 0.678, -6.517], [-1.545, -0.615, -6.092], [3.506, -3.620, -3.032], [2.373, -2.922, -3.208], [1.758, -2.975, -4.442], [0.586, -2.261, -4.637], [0.052, -1.505, -3.601], [0.693, -1.470, -2.368], [1.865, -2.184, -2.156], [2.197, -3.569, -5.233], [0.098, -2.301, -5.599], [-0.863, -0.944, -3.747], [0.279, -0.883, -1.558], [2.380, -2.180, -1.203]],
  "forces_ev_per_a": [[-0.023, 0.004, -0.098], [0.070, -0.212, 0.047], [-0.209, 0.322, 0.124], [0.527, 1.140, 0.222], [-0.148, -0.366, -0.183], [-0.044, -0.090, -0.073], [0.160, 0.652, 0.205], [0.392, -0.198, 0.453], [0.143, 0.168, 0.020], [-0.497, 0.311, -0.226], [0.539, -0.338, -0.582], [0.183, -0.167, 0.806], [0.566, -0.408, -0.198], [-0.217, 0.536, 0.836], [-0.336, 0.248, -0.603], [-0.867, -0.567, -0.466], [-0.131, -0.091, 0.039], [0.058, -0.015, -0.104], [-0.051, 0.074, -0.077], [-0.024, -0.167, 0.027], [-0.064, -0.090, 0.137], [-0.174, -0.062, -0.127], [0.225, -0.469, 0.058], [-0.103, -0.215, -0.193], [0.131, -0.016, -0.005], [0.041, -0.069, 0.120], [0.046, 0.073, -0.013], [-0.041, -0.038, -0.007], [-0.025, -0.007, 0.025], [0.049, 0.022, 0.021], [-0.137, -0.009, -0.115], [-0.048, 0.024, -0.038], [0.004, -0.002, -0.022], [-0.014, -0.006, 0.013], [0.015, 0.003, 0.014], [-0.033, 0.000, -0.002], [-0.001, -0.004, 0.001], [0.000, -0.047, 0.099], [-0.019, 0.053, -0.030], [0.014, -0.027, -0.025], [-0.015, 0.055, 0.005], [0.012, 0.005, -0.020], [0.010, -0.027, -0.016], [-0.022, 0.053, 0.005], [0.004, -0.005, -0.009], [-0.004, -0.020, 0.003], [0.021, -0.005, -0.032], [0.026, 0.003, 0.008], [0.001, 0.000, -0.015], [0.063, -0.042, -0.007], [-0.071, 0.043, -0.028], [0.010, -0.020, -0.037], [-0.026, 0.014, 0.004], [-0.013, 0.025, 0.019], [-0.016, -0.095, -0.075], [0.006, 0.006, 0.004], [0.015, -0.012, 0.011], [-0.003, 0.003, -0.016], [-0.008, 0.014, 0.003], [0.001, 0.048, 0.028], [0.028, 0.019, -0.016], [0.193, -0.109, 0.071], [-0.171, 0.103, -0.035], [-0.006, -0.032, -0.088], [-0.015, 0.041, 0.127], [0.037, -0.022, 0.039], [-0.032, 0.022, 0.001], [0.018, -0.024, 0.013], [0.011, -0.006, 0.010], [0.001, -0.003, -0.015], [0.014, -0.008, 0.021], [0.002, -0.003, 0.001], [-0.029, 0.033, -0.046]]
}



{
  "formula": "C30H29BrNORbSi",
  "method": "ωB97M-V/def2-TZVPD",
  "homo_lumo_gap_ev": 5.665,
  "e_lumo_ev": 4.15,
  "e_above_lowest_kcal_mol": 0.00,
  "total_charge": -2,
  "species": ["Rb", "C", "C", "C", "C", "C", "H", "H", "H", "H", "H", "C", "Si", "C", "C", "N", "C", "C", "C", "C", "C", "C", "O", "C", "C", "C", "C", "C", "C", "H", "H", "H", "H", "H", "H", "H", "H", "H", "H", "H", "H", "H", "H", "H", "H", "H", "H", "Br", "C", "C", "C", "C", "C", "C", "C", "C", "C", "C", "H", "H", "H", "H", "H", "H"],
  "xyz": [[1.256, -0.601, -0.919], [2.740, -0.984, -3.814], [2.115, -2.236, -3.647], [2.815, -2.942, -2.646], [3.873, -2.126, -2.194], [3.828, -0.917, -2.917], [2.434, -0.209, -4.505], [1.243, -2.586, -4.186], [2.590, -3.942, -2.294], [4.591, -2.383, -1.426], [4.510, -0.083, -2.804], [-1.925, 3.342, 0.771], [-0.730, 2.785, -0.589], [-0.603, 4.249, -1.799], [0.978, 2.659, 0.177], [-1.131, 1.303, -1.299], [-2.196, 1.043, -2.057], [-3.230, 1.962, -2.424], [-4.298, 1.615, -3.232], [-4.438, 0.331, -3.746], [-3.464, -0.606, -3.404], [-2.409, -0.265, -2.591], [-1.463, -1.254, -2.302], [-1.731, -2.100, -1.269], [-2.827, -1.969, -0.421], [-3.002, -2.882, 0.609], [-2.106, -3.921, 0.805], [-1.014, -4.041, -0.047], [-0.826, -3.146, -1.085], [-1.631, 4.313, 1.182], [-1.927, 2.612, 1.584], [-2.946, 3.427, 0.389], [-0.172, 5.123, -1.301], [-1.572, 4.540, -2.213], [0.049, 3.983, -2.636], [1.248, 3.576, 0.710], [1.737, 2.503, -0.597], [1.062, 1.834, 0.891], [-3.167, 2.976, -2.050], [-5.040, 2.373, -3.468], [-5.271, 0.063, -4.384], [-3.513, -1.630, -3.759], [-3.510, -1.142, -0.563], [-3.842, -2.760, 1.283], [-2.239, -4.613, 1.627], [-0.292, -4.834, 0.104], [0.022, -3.226, -1.757], [-0.860, -0.357, 2.104], [0.296, -0.040, 3.584], [-0.297, 0.249, 4.781], [0.506, 0.494, 5.914], [1.866, 0.438, 5.808], [2.489, 0.139, 4.570], [3.899, 0.081, 4.466], [4.469, -0.211, 3.257], [3.666, -0.450, 2.120], [2.278, -0.413, 2.109], [1.708, -0.111, 3.394], [-1.376, 0.290, 4.853], [0.032, 0.724, 6.862], [2.495, 0.623, 6.674], [4.502, 0.270, 5.349], [5.553, -0.258, 3.172], [4.198, -0.677, 1.194]],
  "forces_ev_per_a": [[0.046, 0.082, 0.046], [0.020, -0.044, 0.036], [0.034, 0.022, 0.019], [0.021, 0.044, -0.014], [-0.029, -0.006, -0.041], [-0.032, -0.051, -0.001], [-0.007, 0.005, 0.001], [-0.005, 0.001, 0.001], [-0.004, -0.001, 0.012], [-0.004, 0.003, 0.010], [-0.004, 0.008, 0.003], [0.029, 0.013, 0.018], [-0.023, 0.017, -0.012], [-0.008, -0.003, -0.012], [0.083, -0.024, 0.043], [0.032, 0.062, 0.017], [0.015, -0.037, 0.012], [-0.040, -0.051, -0.030], [0.014, 0.092, 0.029], [-0.023, -0.069, -0.019], [0.059, -0.009, 0.030], [-0.043, 0.040, -0.065], [-0.057, -0.102, 0.061], [0.006, -0.041, -0.081], [0.018, 0.091, -0.016], [0.006, -0.022, 0.012], [-0.008, 0.010, -0.007], [0.006, -0.015, 0.019], [-0.003, 0.004, -0.027], [-0.012, 0.000, 0.000], [-0.010, 0.000, -0.019], [-0.001, -0.005, 0.012], [-0.004, -0.008, 0.009], [0.009, 0.013, -0.012], [-0.010, -0.001, 0.003], [-0.039, 0.016, -0.022], [-0.006, 0.009, 0.001], [-0.005, -0.027, 0.004], [0.009, 0.000, 0.014], [-0.006, -0.006, -0.004], [0.004, -0.003, -0.006], [-0.030, 0.008, -0.018], [-0.019, -0.014, 0.022], [-0.004, 0.013, -0.009], [0.002, 0.000, 0.001], [0.003, 0.004, -0.009], [-0.004, -0.007, 0.005], [-0.004, 0.002, 0.025], [-0.007, 0.008, 0.005], [-0.041, 0.000, -0.027], [0.037, 0.000, 0.014], [-0.016, 0.002, 0.006], [-0.025, -0.013, -0.048], [-0.024, 0.000, 0.000], [0.018, -0.002, 0.000], [-0.022, -0.003, -0.014], [0.032, 0.006, -0.002], [0.063, -0.021, 0.009], [0.003, 0.000, -0.001], [0.010, 0.002, 0.005], [-0.003, 0.000, 0.002], [0.003, 0.001, 0.000], [-0.002, 0.000, 0.007], [0.000, 0.006, 0.001]]
}